DFT (ωB97M-V/def2-TZVPD) results for a 15-piece molecular cluster, C75H75N15 overall.

As for the spin multiplicity: 1. The HOMO-LUMO gap comes out at 9.7574 eV. The energy relative to the best compared isomer or geometry (same formula, charge and spin) is 296.5 kJ/mol. The calculation puts the energy at -101337.1467 eV. The value obtained for the HOMO energy is -9.1 eV.

Cartesian coordinates (Å):
N 15.17165 8.79827 14.42736
C 15.24302 8.91607 15.73658
C 16.45940 9.05224 16.38230
C 17.61376 9.06211 15.60293
C 17.51714 8.80157 14.26954
C 16.26930 8.63468 13.68778
H 14.31628 9.10583 16.28939
H 16.47796 9.13900 17.46877
H 18.68268 9.03752 16.04984
H 18.42652 8.70233 13.66921
H 16.16088 8.54966 12.60114
N 20.34349 12.08878 13.86871
C 19.15206 12.34401 13.39712
C 18.69333 12.02614 12.10715
C 19.60880 11.41070 11.25420
C 20.86933 11.19071 11.64958
C 21.18263 11.46924 13.01644
H 18.44953 12.89668 14.04334
H 17.72175 12.31880 11.78247
H 19.28265 11.20623 10.20134
H 21.60588 10.93103 11.00352
H 22.12396 11.20928 13.38661
N 15.68112 17.43748 19.91956
C 14.37019 17.51321 19.70640
C 13.69732 16.75558 18.80036
C 14.43157 15.71033 18.14566
C 15.79318 15.65938 18.32370
C 16.36623 16.49417 19.25988
H 13.95186 18.34142 20.26786
H 12.64744 16.85442 18.60486
H 13.97820 14.98730 17.44766
H 16.36529 14.95516 17.70082
H 17.39871 16.38787 19.45932
N 13.99171 18.02210 15.57026
C 14.27772 18.99852 16.36542
C 14.87105 20.19869 16.00447
C 15.33270 20.24553 14.66643
C 14.93202 19.25358 13.81046
C 14.27805 18.14226 14.26824
H 13.92826 18.82480 17.36042
H 15.12369 20.94462 16.74331
H 15.84748 21.13204 14.17140
H 15.30478 19.28697 12.82290
H 13.99037 17.31671 13.63457
N 11.79887 11.60944 11.96390
C 11.26380 11.28262 10.77173
C 11.47402 10.04617 10.11612
C 12.40999 9.17660 10.66259
C 12.89066 9.49523 11.86095
C 12.63384 10.68449 12.51249
H 10.61821 12.05134 10.34309
H 10.85414 9.84972 9.20053
H 12.61154 8.31268 10.09788
H 13.57834 8.81464 12.34092
H 13.14201 10.90276 13.45911
N 16.00103 9.70852 8.55486
C 16.17168 10.67453 9.42872
C 15.39519 11.83882 9.46727
C 14.42200 12.06944 8.52748
C 14.31970 11.06107 7.57644
C 15.05923 9.90117 7.65939
H 16.90371 10.46661 10.21880
H 15.69109 12.62039 10.27245
H 13.87847 13.01258 8.49044
H 13.66493 11.22842 6.71323
H 14.96321 9.09934 6.98670
N 18.72893 11.60127 20.54100
C 19.11970 10.42373 20.02696
C 19.47554 10.30681 18.65518
C 19.32450 11.38884 17.77119
C 18.79879 12.56657 18.33891
C 18.56803 12.64313 19.69442
H 19.23159 9.56138 20.65617
H 19.89496 9.35901 18.38565
H 19.46165 11.34280 16.65991
H 18.54627 13.41715 17.72205
H 18.28062 13.53822 20.18375
N 13.27554 17.10886 10.30277
C 12.04449 17.59662 10.56589
C 10.89714 16.72677 10.76715
C 11.16117 15.33461 10.75287
C 12.45924 14.86992 10.68258
C 13.48208 15.84121 10.49507
H 11.94671 18.64085 10.63620
H 9.95569 17.16713 11.01917
H 10.34776 14.59236 10.85526
H 12.61901 13.79518 10.69194
H 14.54656 15.50602 10.38218
N 15.48499 13.46013 14.88230
C 14.61806 13.75720 13.92692
C 13.28664 13.42277 14.05126
C 12.86442 12.98259 15.25893
C 13.72952 12.68520 16.30496
C 15.05764 12.89390 16.01590
H 15.07101 14.01463 13.02947
H 12.66610 13.50841 13.16407
H 11.81349 12.70879 15.45091
H 13.40259 12.19472 17.23319
H 15.76835 12.69875 16.78039
N 8.96770 12.67701 13.98836
C 9.14521 11.40065 13.48410
C 8.63864 11.01974 12.25485
C 8.10225 12.00155 11.40205
C 7.94230 13.30190 11.85241
C 8.33648 13.53915 13.18351
H 9.80567 10.88715 14.10663
H 8.89048 10.03436 11.99516
H 7.91662 11.79977 10.38043
H 7.43729 14.06619 11.25513
H 8.30010 14.55425 13.62540
N 18.30109 14.89552 15.47317
C 19.58863 15.11548 15.63922
C 20.07694 16.41597 15.92030
C 19.19542 17.40663 16.24552
C 17.84564 17.16147 16.04267
C 17.47514 15.92868 15.67852
H 20.27129 14.26797 15.53921
H 21.15805 16.50087 15.96029
H 19.57049 18.39871 16.45149
H 17.12633 17.96004 16.20487
H 16.47394 15.63423 15.48143
N 14.88216 9.76562 20.14942
C 14.08803 9.83971 21.23177
C 13.88790 11.05927 21.85307
C 14.35463 12.23280 21.35057
C 15.17000 12.13052 20.17731
C 15.36997 10.88658 19.61131
H 13.72015 8.82883 21.51579
H 13.24304 11.10699 22.72103
H 14.23893 13.20288 21.83964
H 15.69711 13.01248 19.71449
H 16.07644 10.71054 18.76313
N 16.97138 15.90810 11.54531
C 17.81305 15.44350 12.47357
C 19.18549 15.58745 12.44773
C 19.69687 16.38102 11.39116
C 18.79092 16.95662 10.45089
C 17.48651 16.65721 10.54933
H 17.38670 14.76771 13.26211
H 19.84329 15.25341 13.24464
H 20.74270 16.55323 11.26022
H 19.16734 17.61011 9.63932
H 16.65491 17.06090 9.89089
N 10.94484 13.57425 18.11054
C 9.93695 13.02568 17.45601
C 9.67795 11.66609 17.36847
C 10.41238 10.80209 18.19012
C 11.39614 11.35956 18.94117
C 11.53353 12.73090 18.92626
H 9.31862 13.68940 16.94244
H 8.89987 11.29637 16.67353
H 10.25938 9.73367 18.25199
H 12.00400 10.73984 19.60766
H 12.28220 13.16702 19.59830
N 9.42873 17.13636 13.94311
C 10.45314 16.45142 14.40247
C 10.98783 16.72314 15.69211
C 10.55914 17.88816 16.44001
C 9.33972 18.49179 15.96787
C 8.88732 18.04128 14.72958
H 10.99739 15.76266 13.70576
H 11.84560 16.18911 16.06888
H 11.23057 18.14196 17.23850
H 8.98186 19.39833 16.35537
H 7.95827 18.50023 14.28917